Entry 1:
13
Properties=species:S:1:pos:R:3 method="wB97M-V/def2-TZVPD" smiles="C=C=C.CC#N" homo_lumo_gap_ha=0.3881 homo_ev=-9.73 relative_energy_kcal_mol=69.4
N 1.52480 1.24097 -1.43246
C -1.76167 -0.25252 -1.09062
C 1.23021 1.17506 -0.32595
C -0.07451 -1.90906 -0.06025
C -0.89683 -0.92624 -0.34826
C 0.98892 1.29126 1.13264
H -0.08028 1.71699 1.25870
H 0.28713 -2.73738 -0.56621
H 1.77562 1.85868 1.74691
H -1.36253 0.50968 -1.74586
H -2.84251 -0.37793 -1.08113
H 0.22247 -1.92897 0.97662
H 0.98918 0.33946 1.53586

Entry 2:
13
Properties=species:S:1:pos:R:3 method="wB97M-V/def2-TZVPD" smiles=C#C[C@@H]1CN1C homo_lumo_gap_ha=0.3554 homo_ev=-9.17 relative_energy_kcal_mol=114.4
N -0.07347 0.29943 0.77085
C -0.46064 -0.16329 -0.51287
C 0.13502 1.71939 0.85826
C -1.22922 -2.28545 -0.85907
C -1.56752 -1.14932 -0.61241
C 0.88223 -0.51878 0.05343
H 0.63976 2.12698 -0.03522
H -0.62038 -3.12859 -1.05711
H 1.09622 -1.49457 0.49555
H 0.72201 1.94671 1.74934
H 1.73993 -0.04373 -0.42680
H -0.85391 2.17961 0.94308
H -0.41004 0.51162 -1.36703

Entry 3:
13
Properties=species:S:1:pos:R:3 method="wB97M-V/def2-TZVPD" homo_lumo_gap_ha=0.3053 homo_ev=-7.56 relative_energy_kcal_mol=102.7
N -2.58654 -0.13150 0.12383
C 1.59649 -0.94754 0.11030
C 0.95645 0.24333 -0.55924
C -0.48904 0.96366 -0.09229
C -1.81361 0.86530 -0.24826
C 0.71116 1.50367 0.10176
H -3.57301 -0.10082 -0.08031
H 1.55581 -0.85867 1.19595
H 1.10307 -1.87773 -0.18070
H -2.26805 -0.95558 0.63092
H 0.95725 0.21125 -1.64474
H 1.20553 2.11414 0.83327
H 2.64448 -1.02953 -0.19049

Entry 4:
13
Properties=species:S:1:pos:R:3 method="wB97M-V/def2-TZVPD" homo_lumo_gap_ha=0.2828 homo_ev=-7.85 relative_energy_kcal_mol=136.6
N -0.09328 1.33199 -0.27585
C -1.12988 0.31665 -0.45121
C 0.76139 0.61118 -1.11759
C 2.88831 -0.40075 -0.09941
C 1.83546 0.01901 -0.48879
C -1.34926 -0.59402 0.71715
H 3.83422 -0.76164 0.19105
H -1.77250 -0.10920 1.60339
H -0.42018 -1.07234 1.03345
H -2.03987 -1.38389 0.42329
H 0.20616 1.44168 0.69516
H -2.02441 0.78125 -0.84122
H -0.69616 -0.17994 -1.38941

Entry 5:
13
Properties=species:S:1:pos:R:3 method="wB97M-V/def2-TZVPD" homo_lumo_gap_ha=0.3169 homo_ev=-8.46 relative_energy_kcal_mol=119.0
N 1.35628 -0.29732 -0.32664
C -0.36130 1.03013 0.63437
C 0.16366 -0.30787 -1.22591
C 1.03261 0.41643 0.70868
C -0.32921 -1.22729 0.89677
C -0.87899 -0.19555 -0.12687
H 0.12853 -1.24778 -1.78246
H -0.82226 1.14828 1.61495
H 1.76458 0.59178 1.49458
H -1.94197 -0.26253 -0.37668
H 0.22241 0.52670 -1.94133
H -0.36546 1.97977 0.08040
H 0.00323 -2.13834 0.35707

Entry 6:
13
Properties=species:S:1:pos:R:3 method="wB97M-V/def2-TZVPD" smiles=C#C[C@]1(C)CN1 homo_lumo_gap_ha=0.3824 homo_ev=-9.32 relative_energy_kcal_mol=66.3
N 1.38071 0.31180 0.43255
C 0.06065 -0.08542 -0.08600
C -0.04059 -0.23824 -1.58838
C -1.03461 0.61248 0.56899
C 0.88373 -1.02836 0.71699
C -1.79086 1.38004 1.10935
H -0.69664 -1.06741 -1.86744
H 1.23426 0.91711 1.23777
H -2.43731 2.08120 1.58907
H 1.42123 -1.81887 0.19632
H -0.44988 0.66954 -2.03694
H 0.95579 -0.41301 -2.00445
H 0.55650 -1.27626 1.72282

Entry 7:
13
Properties=species:S:1:pos:R:3 method="wB97M-V/def2-TZVPD" homo_lumo_gap_ha=0.3163 homo_ev=-7.83 relative_energy_kcal_mol=98.0
N 1.21512 -1.33698 0.40293
C -1.13010 0.46290 -0.53059
C 0.02080 -0.32166 1.43208
C 1.16216 -0.03189 -0.01014
C -1.18935 0.08271 0.75309
C 0.25992 0.41044 -1.14368
H -1.97716 0.71894 -1.15427
H 0.18187 0.27871 2.37512
H 0.65882 -1.91650 -0.24374
H 0.26036 -0.29979 -1.99192
H 2.02575 0.56295 0.26264
H -2.05912 -0.01820 1.40900
H 0.57848 1.37291 -1.56209

Entry 8:
13
Properties=species:S:1:pos:R:3 method="wB97M-V/def2-TZVPD" smiles=C#C[C@@H]1N[C@@H]1C homo_lumo_gap_ha=0.3820 homo_ev=-9.26 relative_energy_kcal_mol=65.8
N 1.46853 0.66393 0.48667
C 0.75320 -0.61724 0.56393
C 0.81423 0.15463 -0.71209
C -0.44556 0.70206 -1.33932
C -0.49723 -0.65976 1.29553
C -1.53250 -0.65291 1.91202
H -0.24524 1.56526 -1.98172
H 1.38712 -1.49310 0.68237
H 1.54820 -0.19367 -1.43764
H 0.92888 1.38376 0.96212
H -1.19493 0.97860 -0.59182
H -0.88330 -0.08340 -1.96763
H -2.44736 -0.65495 2.46377